Entry 1:
DFT (the ωB97M-V functional and the def2-TZVPD basis) results for a molecular structure, C32H47N5PtSi2.

The value obtained for the energy above the lowest of the compared OMol25 structures with the same formula, charge and spin is 73.9 kJ/mol. As for the energy: -60396.94055 eV. As for the gap between HOMO and LUMO (alpha / beta): 2.462 / 5.129 eV.

Geometry as ORCA input:
```
! wB97M-V def2-TZVPD RIJCOSX def2/J DEFGRID3
* xyz -2 3
Pt 0.036 -0.459 -0.972
C -4.282 2.419 3.870
C -3.143 1.604 3.311
C -1.899 1.571 3.931
C -0.848 0.864 3.352
C -0.955 0.158 2.142
N 0.103 -0.428 1.530
C 1.131 -1.046 2.095
C 1.067 -1.683 3.366
C 2.063 -2.492 3.865
C 3.217 -2.747 3.121
C 4.298 -3.690 3.591
C 3.329 -2.113 1.894
C 2.371 -1.237 1.384
N 2.759 -0.529 0.204
C 4.040 -0.129 -0.017
C 4.107 0.416 -1.277
C 2.807 0.329 -1.773
N 2.006 -0.238 -0.879
C -2.251 0.180 1.509
C -3.292 0.910 2.118
N -2.615 -0.582 0.386
C -3.891 -1.101 0.238
C -4.038 -1.516 -1.083
C -2.832 -1.236 -1.702
N -1.961 -0.660 -0.841
H -4.132 2.628 4.932
H -5.236 1.897 3.757
H -4.369 3.379 3.350
H -1.739 2.106 4.863
H 0.122 0.873 3.837
H 0.158 -1.549 3.937
H 1.930 -2.958 4.837
H 4.123 -4.007 4.621
H 5.285 -3.219 3.548
H 4.342 -4.590 2.970
H 4.199 -2.330 1.281
H 4.791 -0.196 0.748
H 4.973 0.843 -1.752
H 2.401 0.654 -2.715
H -4.248 0.955 1.605
H -4.550 -1.210 1.083
H -4.905 -1.971 -1.534
H -2.542 -1.421 -2.720
C -1.002 0.965 -4.126
Si -0.909 2.299 -2.770
C 0.058 3.683 -3.677
C -2.683 3.013 -2.684
C -0.320 1.759 -1.101
Si 0.689 2.972 -0.119
C 1.964 3.998 -1.115
C -0.507 4.230 0.681
C 1.750 2.439 1.367
H -1.349 1.386 -5.077
H -1.689 0.170 -3.837
H -0.023 0.506 -4.287
H -0.286 3.772 -4.711
H 1.132 3.479 -3.697
H -0.085 4.652 -3.191
H -3.026 3.412 -3.644
H -2.729 3.821 -1.946
H -3.388 2.240 -2.365
H -1.248 1.709 -0.507
H 1.497 4.812 -1.674
H 2.498 3.364 -1.830
H 2.706 4.434 -0.440
H -1.195 4.649 -0.062
H 0.007 5.060 1.178
H -1.112 3.711 1.433
H 2.718 2.041 1.055
H 1.251 1.679 1.969
H 1.937 3.309 2.004
C -0.842 -4.690 -0.961
C 0.093 -3.716 -1.707
C 1.448 -4.428 -1.915
C -0.516 -3.394 -3.076
C 0.324 -2.494 -0.859
H -1.038 -5.596 -1.551
H -1.795 -4.203 -0.743
H -0.390 -4.982 -0.010
H 1.343 -5.326 -2.538
H 1.861 -4.718 -0.945
H 2.154 -3.745 -2.395
H -0.380 -4.228 -3.776
H -0.050 -2.492 -3.480
H -1.584 -3.204 -2.970
H 0.785 -2.804 0.088
*
```


Entry 2:
DFT (the ωB97M-V functional and the def2-TZVPD basis) results for a molecular structure, C32H48Cl2N6PtS2Si.

The value obtained for the energy above the lowest of the compared OMol25 structures with the same formula, charge and spin is 0.0 kJ/mol. As for the energy: -100730.56869 eV. As for the gap between HOMO and LUMO: 5.475 eV.

Geometry as ORCA input:
```
! wB97M-V def2-TZVPD RIJCOSX def2/J DEFGRID3
* xyz 2 1
Pt -0.188 -0.936 -0.143
Cl -2.697 -0.495 -0.636
C -2.591 0.239 -2.199
C -3.690 0.931 -2.668
C -3.649 1.519 -3.924
C -2.504 1.425 -4.701
C -1.403 0.728 -4.234
Cl 0.023 0.627 -5.189
C -1.422 0.100 -2.969
S -0.065 -0.896 -2.528
H -4.585 0.982 -2.070
H -4.513 2.046 -4.294
H -2.467 1.882 -5.677
C 2.224 4.921 3.099
C 1.040 5.540 3.837
C -0.322 5.253 3.201
C -0.710 3.768 3.220
N -0.160 3.034 2.098
C -0.717 2.584 0.985
S 0.319 1.613 -0.006
N -1.959 2.807 0.561
C -2.823 3.970 0.735
C -4.299 3.591 0.876
C -4.735 3.219 2.294
C -4.242 1.852 2.748
H 3.153 5.330 3.488
H 2.182 5.146 2.036
H 2.269 3.841 3.234
H 1.167 6.624 3.861
H 1.038 5.192 4.871
H -0.325 5.616 2.171
H -1.081 5.808 3.754
H -1.792 3.641 3.231
H -0.312 3.302 4.126
H 0.838 2.866 2.163
H -2.195 2.283 -0.274
H -2.707 4.589 -0.163
H -2.504 4.565 1.586
H -4.532 2.771 0.194
H -4.879 4.458 0.561
H -5.824 3.217 2.326
H -4.392 3.986 2.989
H -4.605 1.076 2.078
H -4.608 1.632 3.747
H -3.156 1.807 2.770
C 2.846 -4.857 -2.611
Si 1.525 -3.536 -3.047
C -0.204 -4.297 -3.310
C 2.156 -2.580 -4.583
C 1.765 -2.987 -5.850
C 2.138 -2.244 -6.962
C 2.925 -1.116 -6.805
C 3.309 -0.705 -5.540
C 2.939 -1.445 -4.429
H 3.216 -5.333 -3.517
H 2.398 -5.631 -1.993
H 3.695 -4.442 -2.080
H -0.154 -5.368 -3.488
H -0.689 -3.846 -4.169
H -0.855 -4.137 -2.455
H 1.170 -3.877 -5.984
H 1.822 -2.564 -7.944
H 3.255 -0.568 -7.676
H 3.901 0.189 -5.408
H 3.243 -1.125 -3.443
C 2.311 -5.810 1.509
C 2.278 -4.419 1.001
C 3.231 -3.417 0.975
C 2.616 -2.314 0.366
N 1.366 -2.627 0.040
N 1.167 -3.896 0.437
C 3.160 -0.964 0.083
H 3.052 -5.911 2.297
H 2.580 -6.500 0.710
H 1.336 -6.103 1.895
H 4.234 -3.460 1.351
H 0.294 -4.368 0.259
H 3.828 -0.649 0.879
H 2.340 -0.247 -0.015
H 3.720 -0.963 -0.848
C 0.772 -2.055 5.412
N 0.153 -1.498 4.238
C -0.620 -0.379 4.185
C -0.940 -0.194 2.871
N -0.365 -1.178 2.126
C 0.285 -1.946 2.981
H 0.261 -1.700 6.303
H 1.819 -1.750 5.472
H 0.729 -3.143 5.391
H -0.892 0.180 5.055
H -1.554 0.558 2.421
H 0.836 -2.831 2.735
*
```


Entry 3:
DFT (the ωB97M-V functional and the def2-TZVPD basis) results for a molecular structure, C32H48IN7O3P.

As for the energy: -67918.78967 eV. As for the gap between HOMO and LUMO: 5.891 eV.

Geometry as ORCA input:
```
! wB97M-V def2-TZVPD RIJCOSX def2/J DEFGRID3
* xyz 1 1
C 4.626 -0.934 0.791
C 3.430 0.024 1.031
C 3.912 1.474 1.145
C 2.760 2.467 1.317
N 1.914 2.545 0.067
C 0.604 1.879 0.256
C -0.087 1.607 -1.090
C -1.585 1.318 -0.971
P -1.976 -0.096 0.101
O -1.177 -0.146 1.334
O -1.964 -1.485 -0.695
C -0.638 -2.074 -0.764
C -0.293 -2.946 0.466
O -3.523 0.109 0.487
C -3.851 -0.498 1.777
C -5.394 -0.464 1.904
C 1.774 3.868 -0.232
N 0.664 4.603 0.005
N 2.834 4.453 -0.810
I 2.291 5.317 -2.623
H 5.556 -0.493 1.153
H 4.458 -1.894 1.279
H 4.718 -1.122 -0.280
H 2.849 -0.296 1.899
H 2.785 -0.048 0.148
H 4.452 1.729 0.226
H 4.614 1.564 1.979
H 2.114 2.197 2.158
H 3.183 3.445 1.576
H 0.840 0.916 0.704
H -0.018 2.420 0.977
H 0.478 0.846 -1.630
H 0.009 2.525 -1.696
H -2.181 2.177 -0.657
H -1.946 1.076 -1.978
H 0.125 -1.318 -0.975
H -0.661 -2.746 -1.624
H 0.601 -2.514 0.920
H -0.094 -3.980 0.195
H -1.137 -2.859 1.150
H -3.457 -1.511 1.830
H -3.457 0.141 2.564
H -5.673 0.164 2.748
H -5.812 -0.016 1.002
H -5.767 -1.480 2.024
H 0.653 5.378 0.651
H -0.189 4.294 -0.438
H 3.473 3.705 -1.074
N 2.280 10.033 -3.239
C 2.366 9.123 -2.271
C 2.817 9.398 -0.990
C 3.205 10.695 -0.696
C 3.125 11.656 -1.689
C 2.656 11.275 -2.938
H 2.054 8.121 -2.549
H 2.864 8.616 -0.242
H 3.565 10.953 0.292
H 3.418 12.680 -1.501
H 2.573 11.994 -3.744
N -1.672 0.613 7.360
C -2.014 1.517 6.444
C -1.752 1.378 5.089
C -1.093 0.236 4.660
C -0.728 -0.716 5.599
C -1.041 -0.480 6.929
H -2.524 2.395 6.825
H -2.056 2.145 4.388
H -0.870 0.091 3.610
H -0.213 -1.621 5.306
H -0.778 -1.198 7.698
N 1.233 -5.322 -2.113
C 0.473 -6.377 -2.413
C 0.339 -6.894 -3.691
C 1.030 -6.281 -4.722
C 1.825 -5.182 -4.434
C 1.892 -4.748 -3.121
H -0.052 -6.823 -1.577
H -0.292 -7.754 -3.870
H 0.952 -6.653 -5.736
H 2.382 -4.675 -5.211
H 2.505 -3.894 -2.849
N -2.485 -8.619 -1.935
C -3.382 -9.106 -2.792
C -4.652 -8.576 -2.962
C -5.013 -7.480 -2.196
C -4.095 -6.960 -1.298
C -2.852 -7.564 -1.209
H -3.056 -9.966 -3.368
H -5.338 -9.011 -3.675
H -5.996 -7.037 -2.297
H -4.338 -6.106 -0.680
H -2.100 -7.191 -0.521
*
```